(1)
16
Properties=species:S:1:pos:R:3:forces:R:3 method="wB97M-V/def2-TZVPD" e_lumo_ev=-3.45 relative_energy_kcal_mol=165.3
C -0.598056 -0.225516 -1.431112 -0.30 1.03 -0.25
C -1.164235 0.093975 -0.047034 -1.13 -1.37 -2.52
C -0.029348 0.591124 0.976125 0.71 0.45 2.79
N 0.892612 -0.382491 1.251417 -0.41 0.15 -0.05
N -2.187471 0.958779 0.099958 -0.62 -0.34 0.32
H 0.376214 -0.693495 -1.411866 0.20 -0.36 0.17
H -0.458734 0.711353 -1.974332 -0.02 0.09 -0.14
H -1.316135 -0.827431 -1.996302 0.13 -0.03 0.15
H 0.328577 1.559058 0.623441 -0.01 -0.33 -1.04
H -0.508132 0.841046 1.939578 -0.08 0.37 -0.19
H 1.318065 -0.316156 2.164215 -0.38 -0.36 0.25
H -2.401870 1.464757 -0.767247 0.54 0.31 0.08
H -1.517213 -0.892014 0.316953 0.42 0.45 1.09
H 3.186099 -1.257656 -0.375079 -0.04 0.04 -0.04
H 1.473213 -0.790573 0.411839 1.34 0.04 -0.85
O 2.378144 -0.804366 -0.639476 -0.36 -0.12 0.24



(2)
50
Properties=species:S:1:pos:R:3:forces:R:3 method="wB97M-V/def2-TZVPD" e_lumo_ev=-4.02 total_charge=+1 relative_energy_kcal_mol=0.0
Ti 0.255360 -0.505382 0.283202 0.08 0.42 -0.10
O 0.184714 -2.484837 0.402667 -0.14 -0.20 -0.05
S -1.248535 -2.711892 -0.059565 0.16 -0.23 0.06
O -2.149741 -3.283233 0.881295 0.02 0.04 -0.02
N -1.499986 -1.195662 -0.457936 -0.17 0.04 0.26
C -2.679733 -0.446333 -0.328656 0.00 0.01 0.00
C -3.975289 -0.845321 -0.484627 -0.01 0.06 -0.08
C -5.012802 0.110952 -0.358979 0.03 -0.01 0.00
C -4.748863 1.424699 -0.098832 -0.01 0.00 0.00
C -3.410796 1.854255 0.087442 0.00 -0.03 0.03
C -3.024457 3.178580 0.380926 0.02 -0.02 -0.01
C -1.699666 3.476545 0.569898 0.01 -0.04 0.00
C -0.749333 2.450387 0.493515 0.00 0.05 0.01
N -1.076580 1.198582 0.226194 0.10 -0.12 0.00
C -2.388846 0.898343 -0.002179 -0.14 0.01 -0.04
C -1.145792 -3.717817 -1.482721 -0.06 0.01 -0.02
C -0.205544 -3.419631 -2.463908 0.03 0.08 0.02
C -0.152799 -4.215905 -3.591827 -0.01 -0.01 -0.01
C -1.030329 -5.286868 -3.729189 0.02 0.02 0.00
C -1.962225 -5.570097 -2.742550 -0.01 0.00 0.01
C -2.028454 -4.782704 -1.602507 0.01 -0.02 0.01
H -4.216735 -1.873710 -0.716490 0.02 -0.01 0.01
H -6.034671 -0.217847 -0.486813 -0.01 0.01 0.00
H -5.550137 2.147330 -0.023368 -0.01 0.00 0.00
H -3.780784 3.949994 0.454167 0.00 0.01 0.00
H -1.372922 4.482262 0.788440 0.00 0.00 0.00
H 0.302620 2.652782 0.652720 -0.01 0.01 0.00
H 0.470941 -2.581393 -2.344273 0.00 -0.02 -0.01
H 0.572140 -4.005334 -4.365779 0.00 0.01 0.00
H -0.980876 -5.904865 -4.615554 -0.01 -0.01 0.00
H -2.636467 -6.407579 -2.854956 0.00 0.00 0.00
H -2.738929 -4.996411 -0.816615 0.00 0.02 0.02
C 0.686047 -0.095928 2.239239 -0.11 -0.09 -0.14
H 1.496168 -0.768672 2.539958 0.01 0.04 0.02
H -0.205181 -0.337492 2.828594 0.01 0.01 0.02
H 0.968164 0.942941 2.414432 0.04 -0.02 0.02
C 4.104592 1.077756 1.086953 0.00 -0.07 -0.06
Si 3.842453 -0.219060 -0.229078 0.30 -0.05 0.01
C 5.090702 -0.080266 -1.608780 -0.04 0.04 0.12
C 3.804334 -1.951812 0.466935 -0.13 0.07 0.06
Se 1.820191 0.227887 -1.309714 -0.01 0.01 -0.02
H 5.119179 0.997124 1.484285 0.02 -0.02 0.00
H 3.415018 0.961126 1.923192 -0.03 -0.01 0.00
H 3.986444 2.082836 0.680311 0.00 0.00 -0.03
H 6.091511 -0.272266 -1.213751 0.00 -0.01 0.01
H 5.092912 0.916851 -2.050566 -0.02 0.01 0.01
H 4.896670 -0.804021 -2.400511 -0.03 -0.02 0.01
H 4.751681 -2.168131 0.966352 0.04 0.02 -0.02
H 3.660953 -2.691729 -0.321415 0.00 0.01 -0.02
H 3.013862 -2.097863 1.207355 0.02 0.01 -0.02



(3)
10
Properties=species:S:1:pos:R:3:forces:R:3 method="wB97M-V/def2-TZVPD" smiles="C=CO.O" e_lumo_ev=0.56 relative_energy_kcal_mol=36.3
C 0.964405 -0.694078 0.911887 -0.16 0.36 1.83
C 1.266193 -0.605891 -0.348725 4.39 -2.81 2.07
O 0.514694 -0.328215 -1.338971 -2.54 1.44 -2.19
H 1.611515 -1.100646 1.664598 0.52 0.03 -0.12
H 0.100721 -0.250725 1.285253 -1.82 0.42 0.64
H 2.280350 -1.026032 -0.475581 -0.46 0.44 -1.37
H -0.342421 -0.112450 -0.900012 0.37 -0.09 -0.63
O -1.887147 0.737257 -0.634696 1.25 -1.53 3.22
H -1.750617 0.833124 -1.521928 -0.09 0.85 -3.70
H -2.652574 1.167719 -0.333308 -1.47 0.88 0.26



(4)
11
Properties=species:S:1:pos:R:3:forces:R:3 method="wB97M-V/def2-TZVPD" e_lumo_ev=0.72 relative_energy_kcal_mol=50.4
C -2.161071 -0.384450 -0.858822 -0.63 0.17 -0.15
N -1.376407 0.298168 0.097564 1.60 0.29 0.53
C -0.425855 0.637568 0.679770 -1.18 0.13 -0.07
O 1.760241 -0.511724 -0.277557 0.01 -0.27 -0.32
C 2.525073 0.025223 0.501209 -0.44 -0.73 -0.94
O 2.186236 0.854848 1.412758 -3.17 1.12 0.74
H -2.620180 0.333474 -1.539267 0.02 -0.06 0.09
H -2.935409 -0.936103 -0.340221 -0.17 -0.10 -0.02
H -1.534168 -1.060979 -1.415745 0.25 -0.22 -0.15
H 1.004877 0.920822 1.273197 2.68 -0.20 0.26
H 3.576667 -0.176850 0.467117 1.04 -0.14 0.03